Entry 1:
This record from the OMol25 dataset describes a 2-piece molecular cluster, C4H9NO overall. The level of theory is ωB97M-V with the def2-TZVPD basis set.

The geometry in XYZ format:
```
15
C4H9NO (ωB97M-V with the def2-TZVPD basis set)
C -0.07 1.73 -1.13
C 0.21 2.15 0.30
C 0.94 1.40 1.11
H 0.07 0.66 -1.12
H 0.64 2.11 -1.87
H -1.04 2.14 -1.41
H -0.36 2.99 0.68
H 1.07 1.48 2.18
H 1.45 0.55 0.69
C -0.30 -2.10 -0.35
N -0.55 -3.14 0.50
O -1.06 -1.80 -1.24
H 0.62 -1.57 -0.18
H -1.53 -3.41 0.46
H -0.09 -3.20 1.39
```

The value obtained for the relative energy (zero: lowest compared OMol25 entry of this formula, charge and spin) is 1.5955 eV. The calculation puts the HOMO energy at -0.3529 Eh. The HOMO-LUMO gap is 10.5 eV. For the LUMO energy, the calculation gives 0.9063 eV. Its SMILES is C=CC.NC=O. As for the spin multiplicity: 1.

Quick look at the Löwdin charges, all values in e: atom 1 (C): -0.10, atom 2 (C): -0.23, atom 3 (C): -0.03, atom 4 (H): 0.04, atom 5 (H): 0.07, atom 6 (H): 0.07, atom 7 (H): 0.09, atom 8 (H): 0.05, atom 9 (H): 0.04, atom 10 (C): -0.41, atom 11 (N): 0.11, atom 12 (O): 0.01, atom 13 (H): 0.10, atom 14 (H): 0.10, atom 15 (H): 0.09

---

Entry 2:
This record from the OMol25 dataset describes C24H80GaN30O16 as an isolated structure. The level of theory is ωB97M-V with the def2-TZVPD basis set.

The geometry in XYZ format:
```
151
C24H80GaN30O16 (ωB97M-V with the def2-TZVPD basis set)
C 1.59 -0.68 2.11
C 2.21 0.07 0.93
C 1.14 0.62 -0.01
Ga 0.19 -0.77 -1.16
C 1.50 -1.63 -2.47
C 2.17 -2.84 -2.01
N 3.30 -2.89 -1.42
C -0.75 -2.09 0.07
C -0.97 -3.51 -0.43
O 0.11 -4.38 -0.06
C -2.27 -4.07 0.17
N -3.43 -3.26 -0.15
O -1.10 0.06 -2.29
C -1.73 1.19 -1.77
C -2.75 0.86 -0.67
H 2.17 -0.59 3.03
H 0.58 -0.31 2.29
H 1.49 -1.74 1.89
H 2.93 -0.56 0.40
H 2.79 0.91 1.32
H 0.37 1.13 0.58
H 1.59 1.34 -0.70
H 1.02 -1.83 -3.43
H 2.26 -0.87 -2.66
H 1.62 -3.78 -2.21
H 3.54 -3.85 -1.21
H -0.29 -2.16 1.06
H -1.74 -1.65 0.24
H -1.05 -3.55 -1.53
H 0.10 -4.37 0.90
H -2.42 -5.12 -0.09
H -2.13 -4.03 1.25
H -3.48 -3.01 -1.13
H -3.49 -2.45 0.44
H -1.02 1.93 -1.37
H -2.27 1.69 -2.58
H -3.26 -0.07 -0.93
H -3.51 1.65 -0.60
H -2.28 0.73 0.30
C -6.08 -1.04 1.12
O -5.00 -0.93 1.71
N -7.16 -0.26 1.40
N -6.23 -1.98 0.15
H -8.06 -0.37 0.96
H -7.07 0.42 2.13
H -5.43 -2.56 -0.04
H -7.07 -2.10 -0.39
C -10.16 -0.39 2.89
O -10.13 -0.53 1.68
N -9.56 -1.28 3.72
N -10.75 0.70 3.49
H -9.55 -1.20 4.72
H -9.11 -2.08 3.31
H -11.18 1.38 2.89
H -10.76 0.84 4.48
C -5.37 -2.23 -3.36
O -5.73 -3.04 -2.51
N -4.88 -1.01 -3.03
N -5.42 -2.51 -4.70
H -4.54 -0.35 -3.70
H -4.80 -0.79 -2.05
H -5.76 -3.41 -4.97
H -5.11 -1.87 -5.41
C 3.90 -0.41 -5.25
O 2.74 -0.72 -5.44
N 4.64 -0.94 -4.24
N 4.54 0.52 -6.04
H 5.59 -0.68 -4.07
H 4.19 -1.59 -3.61
H 4.01 0.92 -6.79
H 5.50 0.80 -5.90
C 4.35 3.49 2.23
O 3.20 3.31 1.87
N 4.90 2.90 3.34
N 5.21 4.28 1.51
H 5.85 3.05 3.62
H 4.33 2.28 3.88
H 4.86 4.73 0.67
H 6.17 4.41 1.75
C -3.18 1.12 5.24
O -2.40 1.55 6.07
N -4.52 1.43 5.29
N -2.82 0.32 4.21
H -5.18 1.08 4.61
H -4.84 2.02 6.03
H -1.86 0.07 4.12
H -3.47 -0.02 3.51
C 6.76 5.24 -1.52
O 5.79 5.68 -0.91
N 7.85 6.01 -1.82
N 6.81 3.94 -1.92
H 8.65 5.66 -2.31
H 7.82 6.97 -1.54
H 6.03 3.35 -1.71
H 7.59 3.54 -2.41
C 1.98 -7.04 -3.17
O 3.04 -6.79 -2.63
N 0.82 -6.39 -2.87
N 1.87 -8.01 -4.14
H -0.05 -6.60 -3.32
H 0.84 -5.67 -2.17
H 2.71 -8.51 -4.38
H 1.01 -8.23 -4.60
C -0.62 0.77 -7.31
O -1.74 1.15 -7.63
N 0.46 0.95 -8.14
N -0.33 0.16 -6.14
H 1.38 0.63 -7.89
H 0.30 1.39 -9.02
H -1.07 0.00 -5.48
H 0.61 -0.13 -5.90
C 0.88 2.35 4.96
O 1.09 1.15 4.76
N -0.09 2.79 5.82
N 1.62 3.29 4.33
H -0.27 3.76 5.97
H -0.68 2.11 6.26
H 2.31 2.98 3.66
H 1.52 4.28 4.48
C -7.01 -4.05 4.24
O -8.21 -3.81 4.29
N -6.22 -3.60 3.22
N -6.38 -4.78 5.20
H -5.24 -3.77 3.17
H -6.65 -3.05 2.50
H -6.93 -5.12 5.96
H -5.40 -4.98 5.18
C 7.79 2.21 -7.19
O 7.74 1.61 -6.13
N 7.95 3.56 -7.26
N 7.67 1.56 -8.39
H 7.98 4.07 -8.13
H 8.04 4.06 -6.40
H 7.54 0.57 -8.36
H 7.69 2.03 -9.27
C 6.21 7.61 4.04
O 5.89 7.00 5.04
N 6.60 8.93 4.07
N 6.20 7.04 2.80
H 6.86 9.45 3.26
H 6.61 9.38 4.97
H 5.91 6.08 2.72
H 6.47 7.53 1.96
C 0.06 -2.09 6.62
O -0.29 -2.91 7.46
N 0.25 -0.77 6.90
N 0.30 -2.41 5.31
H 0.54 -0.12 6.18
H 0.09 -0.46 7.84
H 0.18 -3.37 5.05
H 0.60 -1.74 4.63
```

The calculation puts the HOMO energy at -0.1647 Eh. The HOMO-LUMO gap is 5.6 eV. The charge is -1. For the LUMO energy, the calculation gives 1.1576 eV. As for the spin multiplicity: 1.

Here are the Löwdin charges for atoms 1 to 99, given in e: atom 1 (C): -0.14, atom 2 (C): -0.32, atom 3 (C): -0.23, atom 4 (Ga): 0.46, atom 5 (C): -0.20, atom 6 (C): -0.36, atom 7 (N): 0.06, atom 8 (C): -0.15, atom 9 (C): -0.45, atom 10 (O): -0.07, atom 11 (C): -0.25, atom 12 (N): 0.01, atom 13 (O): -0.27, atom 14 (C): -0.42, atom 15 (C): -0.10, atom 16 (H): 0.05, atom 17 (H): 0.06, atom 18 (H): 0.05, atom 19 (H): 0.08, atom 20 (H): 0.06, atom 21 (H): 0.04, atom 22 (H): 0.05, atom 23 (H): 0.05, atom 24 (H): 0.04, atom 25 (H): 0.07, atom 26 (H): 0.02, atom 27 (H): 0.04, atom 28 (H): 0.03, atom 29 (H): 0.13, atom 30 (H): 0.08, atom 31 (H): 0.11, atom 32 (H): 0.11, atom 33 (H): 0.07, atom 34 (H): 0.04, atom 35 (H): 0.09, atom 36 (H): 0.09, atom 37 (H): 0.04, atom 38 (H): 0.07, atom 39 (H): 0.06, atom 40 (C): -0.69, atom 41 (O): -0.02, atom 42 (N): 0.17, atom 43 (N): 0.17, atom 44 (H): 0.07, atom 45 (H): 0.10, atom 46 (H): 0.05, atom 47 (H): 0.10, atom 48 (C): -0.69, atom 49 (O): -0.01, atom 50 (N): 0.17, atom 51 (N): 0.14, atom 52 (H): 0.10, atom 53 (H): 0.07, atom 54 (H): 0.10, atom 55 (H): 0.09, atom 56 (C): -0.67, atom 57 (O): 0.00, atom 58 (N): 0.18, atom 59 (N): 0.15, atom 60 (H): 0.10, atom 61 (H): 0.07, atom 62 (H): 0.10, atom 63 (H): 0.09, atom 64 (C): -0.67, atom 65 (O): 0.01, atom 66 (N): 0.18, atom 67 (N): 0.15, atom 68 (H): 0.09, atom 69 (H): 0.08, atom 70 (H): 0.09, atom 71 (H): 0.06, atom 72 (C): -0.65, atom 73 (O): 0.03, atom 74 (N): 0.17, atom 75 (N): 0.14, atom 76 (H): 0.09, atom 77 (H): 0.10, atom 78 (H): 0.07, atom 79 (H): 0.08, atom 80 (C): -0.65, atom 81 (O): -0.01, atom 82 (N): 0.15, atom 83 (N): 0.19, atom 84 (H): 0.08, atom 85 (H): 0.09, atom 86 (H): 0.10, atom 87 (H): 0.08, atom 88 (C): -0.67, atom 89 (O): 0.01, atom 90 (N): 0.15, atom 91 (N): 0.17, atom 92 (H): 0.09, atom 93 (H): 0.10, atom 94 (H): 0.11, atom 95 (H): 0.10, atom 96 (C): -0.68, atom 97 (O): 0.02, atom 98 (N): 0.17, atom 99 (N): 0.13

---

Entry 3:
This record from the OMol25 dataset describes C57H48Cl2MoN4O5STe as an isolated structure. The level of theory is ωB97M-V with the def2-TZVPD basis set.

The geometry in XYZ format:
```
119
C57H48Cl2MoN4O5STe (ωB97M-V with the def2-TZVPD basis set)
Mo 1.60 -0.06 0.12
N -0.20 0.43 1.11
S -0.37 1.94 1.69
C -0.68 1.80 3.46
C -0.97 0.63 4.12
C -1.18 0.67 5.49
C -1.10 1.86 6.18
C -0.81 3.04 5.50
C -0.59 3.01 4.14
C -2.02 2.47 1.21
C -3.17 1.97 1.82
C -4.39 2.51 1.48
C -4.48 3.54 0.55
C -3.33 4.02 -0.06
C -2.09 3.50 0.28
H -1.09 -0.01 0.92
H -1.04 -0.31 3.58
H -1.41 -0.25 6.02
H -1.26 1.89 7.25
H -0.76 3.98 6.04
H -0.36 3.92 3.59
H -3.11 1.18 2.55
H -5.29 2.14 1.96
H -5.44 3.97 0.31
H -3.39 4.83 -0.77
H -1.17 3.88 -0.16
C -6.35 -5.64 -1.49
C -5.05 -4.88 -1.49
C -4.27 -4.78 -0.34
C -3.08 -4.07 -0.32
C -2.26 -4.02 0.94
C -2.70 -3.38 -1.48
Te -1.11 -1.90 -1.24
N 0.70 -0.40 -1.67
C 1.31 -0.04 -2.73
O 2.23 0.95 -2.75
C 1.20 -0.70 -4.05
C 1.30 0.04 -5.23
C 1.27 -0.61 -6.45
C 1.17 -2.00 -6.50
C 1.08 -2.74 -5.33
C 1.10 -2.09 -4.11
C -2.39 -0.40 -2.07
C -2.03 0.21 -3.26
C -2.79 1.25 -3.78
C -3.91 1.69 -3.08
C -4.28 1.05 -1.91
C -3.55 -0.01 -1.40
C -4.08 -0.74 -0.19
C -3.40 -3.55 -2.68
C -2.91 -2.99 -3.99
C -4.58 -4.28 -2.66
H -6.61 -5.97 -0.49
H -6.28 -6.51 -2.14
H -7.15 -5.01 -1.87
H -4.59 -5.29 0.56
H -2.51 -4.87 1.58
H -2.45 -3.11 1.51
H -1.19 -4.08 0.72
H 1.39 1.11 -5.17
H 1.33 -0.04 -7.37
H 1.17 -2.50 -7.46
H 1.03 -3.82 -5.37
H 1.09 -2.66 -3.19
H -1.17 -0.13 -3.81
H -2.51 1.71 -4.72
H -4.49 2.52 -3.46
H -5.17 1.38 -1.38
H -4.61 -0.06 0.47
H -3.28 -1.24 0.37
H -4.77 -1.52 -0.51
H -1.84 -2.80 -3.96
H -3.42 -2.05 -4.22
H -3.12 -3.69 -4.80
H -5.15 -4.40 -3.58
Cl 3.03 2.55 2.76
C 4.40 1.81 2.00
C 5.51 2.59 1.72
C 6.63 2.02 1.14
C 6.64 0.66 0.85
C 5.53 -0.11 1.14
Cl 5.53 -1.79 0.74
C 4.38 0.44 1.72
N 3.25 -0.40 1.98
C 2.88 -0.55 3.39
C 3.58 0.16 4.37
C 3.26 0.05 5.71
C 2.24 -0.79 6.10
C 1.58 -1.54 5.15
C 1.88 -1.45 3.79
C 1.06 -2.37 2.90
C 1.69 -2.73 1.57
O 2.37 -3.70 1.38
O 1.44 -1.82 0.63
H 5.49 3.65 1.96
H 7.49 2.62 0.92
H 7.51 0.20 0.40
H 3.54 -1.33 1.65
H 4.41 0.79 4.08
H 3.82 0.62 6.44
H 1.98 -0.89 7.15
H 0.81 -2.24 5.46
H 0.10 -1.90 2.67
H 0.88 -3.30 3.44
O 3.35 0.08 -0.95
C 2.86 1.23 -1.45
N 1.82 1.77 -0.53
C 1.83 3.13 -0.59
O 1.00 3.88 -0.08
C 3.06 3.55 -1.31
C 3.57 4.82 -1.51
C 4.82 4.93 -2.10
C 5.53 3.79 -2.47
C 4.99 2.52 -2.30
C 3.75 2.42 -1.72
H 3.00 5.69 -1.20
H 5.24 5.91 -2.28
H 6.51 3.90 -2.90
H 5.54 1.64 -2.61
```

The calculation puts the HOMO energy (alpha / beta) at -0.3591 / -0.4013 Eh. Its expectation value of S² is 3.767. The HOMO-LUMO gap (alpha / beta) is 6.9 / 6.3 eV. The charge is +1. For the LUMO energy (alpha / beta), the calculation gives -2.8853 / -4.5989 eV. As for the spin multiplicity: 4.

Here are the Löwdin charges for atoms 1 to 99, given in e: atom 1 (Mo): 1.73, atom 2 (N): -0.42, atom 3 (S): 1.10, atom 4 (C): -0.40, atom 5 (C): -0.09, atom 6 (C): -0.07, atom 7 (C): -0.06, atom 8 (C): -0.05, atom 9 (C): -0.08, atom 10 (C): -0.35, atom 11 (C): -0.08, atom 12 (C): -0.08, atom 13 (C): -0.07, atom 14 (C): -0.05, atom 15 (C): -0.05, atom 16 (H): -0.02, atom 17 (H): 0.09, atom 18 (H): 0.11, atom 19 (H): 0.11, atom 20 (H): 0.11, atom 21 (H): 0.12, atom 22 (H): 0.11, atom 23 (H): 0.12, atom 24 (H): 0.11, atom 25 (H): 0.12, atom 26 (H): 0.09, atom 27 (C): -0.04, atom 28 (C): -0.25, atom 29 (C): -0.01, atom 30 (C): -0.32, atom 31 (C): -0.08, atom 32 (C): -0.35, atom 33 (Te): 1.75, atom 34 (N): -0.21, atom 35 (C): -0.40, atom 36 (O): 0.09, atom 37 (C): -0.18, atom 38 (C): -0.01, atom 39 (C): -0.06, atom 40 (C): -0.06, atom 41 (C): -0.06, atom 42 (C): -0.05, atom 43 (C): -0.38, atom 44 (C): -0.13, atom 45 (C): -0.06, atom 46 (C): -0.06, atom 47 (C): -0.05, atom 48 (C): -0.29, atom 49 (C): -0.05, atom 50 (C): -0.29, atom 51 (C): -0.05, atom 52 (C): 0.00, atom 53 (H): 0.08, atom 54 (H): 0.09, atom 55 (H): 0.09, atom 56 (H): 0.12, atom 57 (H): 0.09, atom 58 (H): 0.07, atom 59 (H): 0.05, atom 60 (H): 0.13, atom 61 (H): 0.11, atom 62 (H): 0.11, atom 63 (H): 0.11, atom 64 (H): 0.09, atom 65 (H): 0.08, atom 66 (H): 0.11, atom 67 (H): 0.11, atom 68 (H): 0.11, atom 69 (H): 0.07, atom 70 (H): 0.03, atom 71 (H): 0.10, atom 72 (H): 0.04, atom 73 (H): 0.09, atom 74 (H): 0.09, atom 75 (H): 0.13, atom 76 (Cl): 0.81, atom 77 (C): -0.59, atom 78 (C): -0.09, atom 79 (C): -0.06, atom 80 (C): -0.08, atom 81 (C): -0.57, atom 82 (Cl): 0.80, atom 83 (C): -0.33, atom 84 (N): 0.00, atom 85 (C): -0.17, atom 86 (C): -0.07, atom 87 (C): -0.06, atom 88 (C): -0.07, atom 89 (C): -0.05, atom 90 (C): -0.14, atom 91 (C): -0.04, atom 92 (C): -0.58, atom 93 (O): 0.14, atom 94 (O): -0.34, atom 95 (H): 0.11, atom 96 (H): 0.12, atom 97 (H): 0.11, atom 98 (H): 0.04, atom 99 (H): 0.09

---

Entry 4:
This record from the OMol25 dataset describes a 2-piece molecular cluster, C7H13N6O overall. The level of theory is ωB97M-V with the def2-TZVPD basis set.

The geometry in XYZ format:
```
27
C7H13N6O (ωB97M-V with the def2-TZVPD basis set)
C -1.93 1.25 -1.40
C 0.10 -0.10 0.10
C -1.16 0.21 -1.90
C -0.73 0.99 0.57
C 1.83 -1.63 0.39
C -0.04 0.96 2.93
C -1.36 -0.32 -3.31
N -1.67 1.58 -0.17
N -0.24 -0.44 -1.19
N -0.67 1.46 1.91
N 1.97 -1.95 -0.89
N -0.17 1.31 4.22
N 2.86 -0.99 1.06
O -2.39 0.33 -3.97
H -2.54 1.90 -1.97
H 1.27 -2.19 1.18
H 0.81 0.40 2.64
H -0.49 -0.40 -3.89
H -1.61 -1.44 -3.07
H -1.47 1.95 2.29
H 2.87 -1.76 -1.36
H 1.01 -1.99 -1.32
H 0.55 1.14 4.97
H -0.75 2.08 4.38
H 3.25 -1.43 1.84
H 3.51 -0.48 0.40
H -2.83 -0.44 -4.44
```

The value obtained for the relative energy (zero: lowest compared OMol25 entry of this formula, charge and spin) is 2.5948 eV. The calculation puts the HOMO energy at -0.4077 Eh. The HOMO-LUMO gap is 7.7 eV. The charge is +1. For the LUMO energy, the calculation gives -3.4377 eV. As for the spin multiplicity: 1.

Quick look at the Löwdin charges, all values in e: atom 1 (C): -0.06, atom 2 (C): -0.01, atom 3 (C): -0.24, atom 4 (C): -0.27, atom 5 (C): -0.33, atom 6 (C): -0.12, atom 7 (C): -0.23, atom 8 (N): 0.12, atom 9 (N): 0.05, atom 10 (N): 0.14, atom 11 (N): 0.10, atom 12 (N): 0.18, atom 13 (N): 0.07, atom 14 (O): -0.05, atom 15 (H): 0.12, atom 16 (H): 0.14, atom 17 (H): 0.13, atom 18 (H): 0.10, atom 19 (H): 0.16, atom 20 (H): 0.16, atom 21 (H): 0.13, atom 22 (H): 0.11, atom 23 (H): 0.17, atom 24 (H): 0.09, atom 25 (H): 0.08, atom 26 (H): 0.14, atom 27 (H): 0.13

---

Entry 5:
This record from the OMol25 dataset describes a 3-piece molecular cluster, C2H6N2O2 overall. The level of theory is ωB97M-V with the def2-TZVPD basis set.

The geometry in XYZ format:
```
12
C2H6N2O2 (ωB97M-V with the def2-TZVPD basis set)
C 0.37 0.41 2.23
C 0.17 1.68 -1.34
N 0.74 0.08 1.03
N 0.51 0.76 -2.08
O 1.99 0.49 0.76
O 1.71 0.25 -1.82
H -0.59 0.11 2.56
H 0.96 0.85 2.99
H 1.95 0.42 -0.33
H -0.77 2.30 -1.24
H -7.91 -9.46 -2.16
H 0.88 2.13 -0.60
```

The value obtained for the relative energy (zero: lowest compared OMol25 entry of this formula, charge and spin) is 0.2333 eV. The calculation puts the HOMO energy at 0.0633 Eh. The HOMO-LUMO gap is 3.5 eV. The charge is -2. For the LUMO energy, the calculation gives 5.2678 eV. As for the spin multiplicity: 1.

Quick look at the Löwdin charges, all values in e: atom 1 (C): -0.09, atom 2 (C): -0.23, atom 3 (N): -0.12, atom 4 (N): -0.24, atom 5 (O): -0.18, atom 6 (O): -0.33, atom 7 (H): 0.02, atom 8 (H): 0.03, atom 9 (H): 0.04, atom 10 (H): 0.04, atom 11 (H): -1.00, atom 12 (H): 0.05

---

Entry 6:
This record from the OMol25 dataset describes one molecule with the formula C5H7NO. The level of theory is ωB97M-V with the def2-TZVPD basis set.

The geometry in XYZ format:
```
14
C5H7NO (ωB97M-V with the def2-TZVPD basis set)
C -1.62 0.33 0.70
C -0.49 -0.36 0.02
C -0.42 -1.59 -0.56
O 0.81 -1.80 -1.09
C 1.54 -0.70 -0.84
C 0.82 0.22 -0.17
N 1.35 1.48 0.21
H -1.94 -0.16 1.63
H -2.50 0.45 0.05
H -1.26 1.33 0.97
H -1.12 -2.41 -0.70
H 2.56 -0.70 -1.20
H 0.93 2.27 -0.25
H 1.35 1.63 1.21
```

The value obtained for the relative energy (zero: lowest compared OMol25 entry of this formula, charge and spin) is 0.9311 eV. The calculation puts the HOMO energy at -0.3143 Eh. The HOMO-LUMO gap is 9.5 eV. For the LUMO energy, the calculation gives 0.9257 eV. Its SMILES is Cc1cocc1N. As for the spin multiplicity: 1.

Quick look at the Löwdin charges, all values in e: atom 1 (C): -0.04, atom 2 (C): -0.22, atom 3 (C): -0.08, atom 4 (O): 0.00, atom 5 (C): -0.07, atom 6 (C): -0.29, atom 7 (N): 0.07, atom 8 (H): 0.08, atom 9 (H): 0.08, atom 10 (H): 0.07, atom 11 (H): 0.13, atom 12 (H): 0.13, atom 13 (H): 0.08, atom 14 (H): 0.08

---

Strongest force on any atom? In order: 1.3, 1.1, 2.7, 4.0, 5.7, 0.4 eV/Å.